# 1
Computed, not measured: a 3-piece molecular cluster, C4H13N3 overall at a distorted geometry, with ωB97M-V/def2-TZVPD.

Structure (XYZ):
```
20
Properties=species:S:1:pos:R:3:mulliken_charge:R:1
C 0.82895 0.16653 0.52081 0.098
H -2.80070 1.45752 0.21811 0.290
N -1.22304 0.08603 0.44001 -0.251
H 0.31556 -1.24842 -0.77724 0.296
H 0.99884 -0.47229 1.38381 0.417
N 0.66733 -0.30148 -0.72922 -0.496
H -2.14021 -1.63601 -0.42712 0.331
H -1.27352 1.96316 -0.50376 0.214
C -1.91459 1.09340 -0.32792 -0.870
C 2.61301 -0.75129 -0.79340 -0.864
C -1.95817 -1.15388 0.54907 -1.017
H 3.18240 0.17266 -0.83535 0.282
H 1.20804 2.06901 -0.11839 0.265
N 1.18309 1.46083 0.68702 -0.392
H -2.94437 -0.99126 1.01393 0.342
H 1.19983 1.88045 1.60138 0.214
H 3.05728 -1.39954 -0.03885 0.316
H 2.67904 -1.26977 -1.74685 0.300
H -1.42239 -1.85813 1.19523 0.257
H -2.25638 0.73248 -1.31128 0.268
```

Summary:
Orbital gap (alpha / beta) in hartree: 0.2661 / 0.2661
HOMO level (alpha / beta) in eV: -6.34 / -6.34
Spin multiplicity: 1

---

# 2
Computed, not measured: a 2-piece molecular cluster, C25H45BBr2ClF3O12PS2 overall at a distorted geometry, with ωB97M-V/def2-TZVPD.

Structure (XYZ):
```
92
Properties=species:S:1:pos:R:3:mulliken_charge:R:1
H -4.42267 -2.43881 0.66326 0.245
C 0.52612 4.04864 -7.68316 -1.076
Br 4.66214 1.40658 2.36474 -0.104
H 0.10876 2.28154 -2.29220 0.302
C 4.00635 -0.44528 2.36139 -1.562
H -4.27258 -0.07405 -0.01211 0.338
O -0.85243 -0.67854 -1.72994 -0.841
H 1.47784 3.36162 -2.15704 0.617
C 5.17412 -1.31115 2.90609 0.011
H 3.24098 -0.42394 3.11872 0.808
C -2.17640 0.55645 0.03645 -0.401
F 3.56175 -1.26403 -1.32599 -0.254
O -4.11361 0.01004 2.52075 -0.494
H -2.39570 1.52431 -0.41863 0.524
O -0.37002 0.02299 -7.04271 -0.354
H 3.33533 -3.30963 -0.16943 0.673
C 1.23773 2.21534 -0.40692 0.468
H -5.24479 0.77937 5.03798 0.335
H -0.80451 -0.56784 -5.09231 0.222
H 2.25541 2.50667 -0.16643 0.256
F 5.18113 -2.00309 -0.07619 -0.262
H 0.41459 5.13266 -7.71028 0.351
H 1.21554 3.74418 -8.47193 0.291
C 0.98913 4.05610 1.41555 -0.218
H 0.97436 3.77277 -6.72984 0.294
F 4.97794 0.12659 -0.45163 -0.311
O -0.68951 1.95003 -7.95939 -0.396
H 1.89951 3.52994 1.68914 0.010
C 1.13396 2.35344 -1.92935 -1.984
H 1.26307 5.03635 1.03830 0.469
H -2.63385 -2.10710 1.75880 -0.654
H -0.64180 2.88963 0.57400 -0.199
C 0.32614 3.26497 0.25830 -0.616
P 1.02679 0.38490 0.14332 1.139
H -1.50907 3.63796 -7.06822 0.303
C 0.09139 4.18182 2.64150 -1.346
S 1.63064 -2.26258 2.84524 -0.475
H 6.98536 -0.18273 3.05131 0.380
H -0.94940 4.30737 2.36257 0.325
H 0.92637 -0.55132 -5.52607 0.298
O -2.27678 -2.10689 3.77714 -0.360
C -5.77674 0.45089 4.15255 -0.764
H -2.21096 0.58805 1.11835 0.379
H -4.66446 -3.63230 3.22690 0.523
H -5.91008 -1.81262 1.44873 0.339
H 5.19541 -1.12032 3.97009 0.666
O 2.31571 -4.37579 1.22328 -0.119
C 6.57533 -0.95115 2.41100 -1.415
S -7.31513 -0.36547 4.69147 -0.228
C -0.10470 -2.66075 2.70342 -0.356
O 1.04392 -1.36700 0.45883 -1.547
H -0.14394 -1.80580 -6.17323 0.266
H 1.60196 -3.38457 -0.39453 0.420
O -4.83287 -1.71993 3.79154 -0.299
C -0.81680 3.37468 -7.86749 -0.170
O 2.46131 -5.52072 0.38808 -0.491
O -0.44491 -1.13704 4.53774 -0.587
H 0.35771 5.06449 3.22397 0.430
C 4.27330 -0.99454 -0.20865 0.291
C -2.88527 -2.69358 2.64081 0.379
Br 4.85915 -3.22772 2.76961 -0.105
C -5.13554 -2.56677 1.46832 -1.242
C -0.49945 1.32509 -6.79465 0.775
H 1.45700 0.03989 -1.20268 -0.372
H -1.26683 3.68830 -8.80801 0.297
C 2.37897 -3.23883 0.34333 -0.982
H -3.07769 -1.39932 -0.10856 -0.034
C -0.93543 -1.88104 3.72032 0.509
C 3.33803 -0.83217 1.00654 0.559
Cl 0.40121 0.85423 2.19365 -0.372
O 2.69714 0.37617 0.65639 -0.788
H 7.22450 -1.81730 2.40942 0.385
H -0.48805 -2.59692 1.69137 0.169
C -4.40920 -2.66636 2.81054 0.354
H -3.41685 -0.36031 -1.50311 0.499
C -4.82698 -0.44874 3.38546 0.567
C -0.08113 -0.76219 -5.88063 -0.573
B -0.79041 0.07759 -0.56229 1.647
H 0.11612 4.01540 -0.50795 0.526
H -7.10245 -0.49981 6.00439 0.120
H 3.41651 -5.65212 0.32548 0.333
O -0.44787 1.84855 -5.71476 -0.527
H -6.04142 1.30648 3.55365 0.333
H -5.62506 -3.51531 1.27172 0.405
H -0.20086 -3.70517 2.99937 0.767
C -3.31876 -0.38932 -0.42454 -1.347
C 2.16332 -1.88287 1.08483 1.183
H -0.40465 -0.13601 -2.39111 0.157
H 0.21992 3.33594 3.30046 0.261
H 6.55511 -0.55159 1.40558 0.328
H -2.55903 -3.71521 2.45588 0.382
H 1.81252 1.68564 -2.44567 0.320
```

Summary:
Orbital gap in hartree: 0.2578
HOMO level in eV: -4.92
Spin multiplicity: 1
Total charge: -1

---

# 3
Computed, not measured: one molecule with the formula C10H12O3 at a distorted geometry, with ωB97M-V/def2-TZVPD.

Structure (XYZ):
```
25
Properties=species:S:1:pos:R:3:mulliken_charge:R:1
C 3.20762 -0.61490 1.62773 -0.599
H 3.64744 -0.06476 2.70614 0.205
H -0.12044 0.33371 -2.26206 0.543
C -2.21518 -0.84088 -0.85385 -0.918
C 0.52325 1.33246 1.70006 0.725
H 2.36404 -1.44744 1.93531 0.275
O 1.31263 1.68134 2.83751 -0.524
O 2.44684 0.22691 0.74572 -0.478
H 0.13736 -1.49747 -2.76017 0.328
C 1.14611 0.47269 0.84226 0.400
O -0.69599 -0.36767 -4.21257 -0.502
H -1.44293 0.31357 -4.11208 0.347
C -1.78084 0.83524 1.00270 -0.881
H 0.55514 2.28824 3.26198 0.312
H -2.81928 1.04614 1.21882 0.381
H 4.11149 -1.19995 1.02210 0.240
H -1.13340 1.84419 2.67666 0.372
C -1.83286 -1.07512 -2.11087 -0.268
C -1.34310 -0.12217 0.02971 0.744
H 0.54823 -0.79638 -0.97913 0.189
C 0.10402 -0.27222 0.02669 -0.345
H -3.12187 -1.03584 -0.49648 0.588
H -2.36957 -1.76631 -2.84709 0.302
C -0.81020 1.31096 1.89638 -0.611
C -0.41851 -0.58433 -2.89546 -0.824
```

Summary:
SMILES: COc1cc(/C=C\CO)ccc1O
Orbital gap in hartree: 0.3337
HOMO level in eV: -8.45
Spin multiplicity: 1

---

# 4
Computed, not measured: one molecule with the formula C3H7NO2 at a distorted geometry, with ωB97M-V/def2-TZVPD.

Structure (XYZ):
```
13
Properties=species:S:1:pos:R:3:mulliken_charge:R:1
O -1.54588 -0.80227 -0.19791 -0.247
C -2.31240 0.36057 0.19326 -0.672
N -0.16083 -0.64061 -0.01897 -0.341
H 3.36917 -0.09638 0.10528 0.265
H -2.29031 1.24731 -0.51153 0.263
C 0.23714 0.56457 -0.10970 0.310
H -3.42226 0.09721 0.17561 0.270
O 1.54123 0.78816 -0.14009 -0.332
C 2.33619 -0.44332 0.16763 -0.583
H -2.02415 0.86185 1.20444 0.299
H 2.19709 -1.29399 -0.63076 0.243
H -0.27578 1.58007 -0.27094 0.259
H 2.04366 -0.68994 1.25748 0.267
```

Summary:
SMILES: CO/C=N/OC
Orbital gap in hartree: 0.3691
HOMO level in eV: -9.14
Spin multiplicity: 1

---

# 5
Computed, not measured: C33H47FeN10O3 as an isolated structure at a distorted geometry, with ωB97M-V/def2-TZVPD.

Structure (XYZ):
```
94
Properties=species:S:1:pos:R:3:mulliken_charge:R:1
Fe -0.16464 -0.11028 -0.27585 1.924
H 3.98186 3.28689 0.72820 0.473
N -1.70907 3.77819 2.05375 -0.611
C 2.86739 0.59483 -1.06411 1.050
H -0.58879 -3.37858 0.57286 0.909
H 5.00925 3.88705 -1.46454 0.407
H 2.78585 -5.54569 -2.56090 0.489
H -4.10896 -1.03391 -1.31146 0.590
C -3.35689 -0.42217 1.20173 -0.413
H -4.39879 -0.20522 0.93813 0.586
C -2.18593 3.18812 -0.21027 0.699
N -0.75666 1.31386 2.52934 0.409
C -3.14993 -1.45888 -0.99211 -0.895
H 3.57963 0.65059 -4.40225 0.453
H 4.69721 2.39645 -3.38644 0.437
C -3.29579 -1.68328 2.06275 -1.337
H -1.87855 -0.78686 -2.58737 -0.595
N -1.91443 -2.11557 2.26385 0.455
N -0.10475 -2.21234 -1.09544 1.004
H 4.67218 -1.14429 -1.32274 0.544
H 1.76741 -3.34043 1.49033 0.688
C 3.54460 0.91323 -2.29959 1.000
H -0.47986 0.35457 2.65238 -0.457
H -1.34356 4.18381 4.07719 0.408
O 2.11926 -3.45742 -4.16540 -0.508
H 2.09809 -1.90763 3.21941 0.664
H -1.34326 -1.62969 1.58540 -0.931
C -2.99552 2.39081 -0.85176 0.321
N -1.21888 1.58861 1.27615 0.306
C 0.07981 -2.42438 3.63938 -0.802
H -1.44436 1.04068 -3.43479 0.196
C -1.14711 -2.72487 -2.00021 -1.014
C 1.10352 -1.51401 2.98326 -1.225
C 0.28459 -3.17127 -0.04455 -1.326
C -0.80989 2.18866 3.57956 0.924
H -3.37268 -2.40872 -0.49937 0.331
H -0.70993 -2.99012 -2.96131 0.181
N -4.47702 1.65892 -2.75485 -0.625
H -1.98241 5.30328 -0.05612 0.383
C -1.67114 2.81624 1.13956 0.463
C 3.17961 -4.57818 -2.28236 -0.515
H -0.65273 4.49683 -0.89132 0.303
C 3.84761 2.62375 -0.11865 -0.628
C 4.23783 -2.10408 -1.57492 -0.262
C 2.88037 -3.45374 -3.03527 0.890
C 1.82120 -4.72915 -4.74230 -1.046
C 3.42538 0.14606 -3.45081 -1.053
C 4.54198 -3.22949 -0.82333 -0.919
H -1.95490 -2.49559 4.30545 0.649
N -0.73894 1.55956 -2.94833 -0.176
H 2.93849 -1.46498 -4.51075 0.280
C -3.79496 2.05905 -1.90145 0.112
N -2.51399 -0.55699 -0.00511 1.124
H 2.22918 -2.33840 0.11815 -0.121
H 1.70682 -0.65718 1.26533 -0.046
C 4.01037 -4.46028 -1.17327 -0.825
H -2.97255 0.42844 1.77017 0.101
H -0.84423 0.80589 5.21545 0.295
H 0.11480 -3.41794 3.18288 0.306
H -2.46290 0.37295 -0.42365 -1.244
H 0.38750 -2.54322 4.68058 0.630
H 0.75271 1.47772 4.86013 0.255
H -3.77857 -1.47660 3.01997 0.538
C 3.40448 -2.20923 -2.67330 0.267
C 4.26057 2.15085 -2.42398 -0.865
H 5.20228 -3.14057 0.02892 0.435
H 1.34157 -4.52714 -5.69447 0.276
H 2.73347 -5.30396 -4.90549 0.430
C 4.43861 2.97428 -1.36667 -1.006
H 1.06285 -0.52649 3.45028 0.301
C -0.33012 1.16753 -1.72226 -0.042
O 0.41432 1.90414 -1.02291 -0.720
H -2.93461 -2.12929 -3.00449 0.593
H 2.58854 1.29142 0.95873 0.248
H -0.46796 2.47586 5.65784 0.380
N 3.17191 -1.14476 -3.58048 0.233
H 1.14001 -5.29772 -4.10745 0.364
H -1.55461 -3.64286 -1.56645 0.554
N 1.00310 -1.35013 1.50755 0.311
C 3.09110 1.50540 0.02164 -0.824
C -2.28818 -1.73081 -2.21795 -0.290
C 1.40476 -2.58889 0.78537 -0.735
O 2.06150 -0.37586 -0.96882 -0.268
H -0.55537 2.50482 -3.27332 0.325
H 4.24549 -5.34160 -0.59056 0.423
H 0.63202 -4.11937 -0.47139 0.702
C -1.73868 4.51697 -0.76847 -1.648
H -1.39916 -0.87398 3.92868 0.353
H -2.21167 4.72166 -1.72545 0.422
H -3.86860 -2.48770 1.59447 0.410
H 0.73312 -1.97588 -1.62397 -0.726
C -0.31492 1.70948 4.90191 -1.310
C -1.28648 3.42772 3.30436 -0.970
C -1.35825 -1.92644 3.59179 -0.831
```

Summary:
Orbital gap (alpha / beta) in hartree: 0.2348 / 0.2480
HOMO level (alpha / beta) in eV: -9.42 / -10.31
Spin multiplicity: 5
Total charge: +1